# 1
DFT (ωB97M-V/def2-TZVPD) results for an isolated molecule of C4H5NO2S at a distorted geometry.

LUMO: 0.621 eV
charge: 0
HOMO energy: -0.3642 Ha
orbital gap: 10.53 eV
SMILES string: CSC(=O)OCC#N
calculated total energy: -758.8241 a.u.
relative energy (zero: lowest compared OMol25 entry of this formula, charge and spin): 35.2 kcal/mol

Last column: natural (NBO) charge in e.
CARTESIAN COORDINATES (ANGSTROEM)
1 S 1.5423 -0.2227 -0.9169  0.244
2 H -2.1712 -1.1768 0.9825  0.246
3 C -2.6022 0.4562 -0.3127  0.241
4 O -0.0045 -0.0753 1.2726  -0.582
5 H 2.6290 1.7912 -0.0810  0.229
6 C -2.1449 -0.8929 -0.0935  -0.192
7 H 3.7299 0.4272 -0.3041  0.235
8 C 2.7510 0.7312 0.0376  -0.747
9 O -0.8210 -1.0533 -0.6219  -0.507
10 H -2.7554 -1.6105 -0.6146  0.242
11 C 0.1506 -0.4156 0.1363  0.613
12 N -2.8851 1.5683 -0.6197  -0.274
13 H 2.5815 0.4732 1.1355  0.252

Atoms 1-2, force components in eV/Å:
0.15 0.00 -0.49
0.04 0.43 -0.63

# 2
DFT (ωB97M-V/def2-TZVPD) results for a cluster of 2 separate species, C4H5NO2S in total at a distorted geometry.

LUMO (alpha / beta): -0.151 / -0.152 eV
charge: 0
HOMO energy (alpha / beta): -0.2809 / -0.2808 Ha
orbital gap (alpha / beta): 7.49 / 7.49 eV
calculated total energy: -758.6927 a.u.
relative energy (zero: lowest compared OMol25 entry of this formula, charge and spin): 117.6 kcal/mol

Last column: natural (NBO) charge in e.
CARTESIAN COORDINATES (ANGSTROEM)
1 H 0.4913 -1.1312 -0.9248  0.267
2 H 1.3470 -0.1334 -2.0771  0.240
3 S 1.1998 1.9772 0.2573  0.149
4 O -1.9421 1.0710 1.4709  -0.687
5 H 0.0765 -0.4648 3.0365  0.493
6 C -1.3074 -1.1689 0.9529  0.153
7 H -2.0652 1.4761 2.3128  0.492
8 O -0.3425 0.2738 2.6934  -0.668
9 C 0.4568 0.6882 -0.2348  -0.109
10 H -0.4199 0.1409 -1.9652  0.257
11 N -1.1883 -2.1238 0.2666  -0.309
12 C -0.9835 0.0679 1.5247  0.471
13 C 0.4488 -0.1605 -1.4397  -0.750

Atoms 1-2, force components in eV/Å:
-0.94 -0.53 -1.04
-0.27 0.59 0.36

# 3
DFT (ωB97M-V/def2-TZVPD) results for an isolated molecule of C4H5NO2S at a distorted geometry.

LUMO (alpha / beta): 0.608 / -1.097 eV
2S+1: 3
charge: 0
HOMO energy (alpha / beta): -0.2429 / -0.3711 Ha
⟨S²⟩: 2.023
orbital gap (alpha / beta): 7.22 / 9.00 eV
calculated total energy: -758.6790 a.u.
relative energy (zero: lowest compared OMol25 entry of this formula, charge and spin): 1.5 kcal/mol

Last column: natural (NBO) charge in e.
CARTESIAN COORDINATES (ANGSTROEM)
1 C 2.2408 0.1063 0.2314  0.714
2 O 3.1014 0.8618 -0.0145  -0.467
3 H -1.1712 -0.3071 -1.2197  0.200
4 N 0.2923 1.1053 -0.5459  -0.608
5 H -1.3349 0.7193 1.1630  0.455
6 O -1.6396 0.2539 0.4197  -0.697
7 H -0.2868 -2.1908 0.1847  0.219
8 C -0.5545 -0.0512 -0.3734  0.125
9 S -0.2266 2.4143 0.2004  0.413
10 H 2.1164 -1.7257 1.1171  0.266
11 H 0.9297 3.0334 0.0801  0.111
12 C 0.2292 -1.1729 0.0976  -0.236
13 C 1.5417 -1.0425 0.5258  -0.497

Atoms 1-2, force components in eV/Å:
0.91 -0.52 0.07
-0.75 -0.36 0.38

# 4
DFT (ωB97M-V/def2-TZVPD) results for an isolated molecule of C4H5NO2S2 at a distorted geometry.

LUMO: -0.220 eV
charge: 0
HOMO energy: -0.3444 Ha
orbital gap: 9.15 eV
SMILES string: CSC1=NC=CS1(=O)=O
calculated total energy: -1156.9368 a.u.
relative energy (zero: lowest compared OMol25 entry of this formula, charge and spin): 65.1 kcal/mol

Last column: natural (NBO) charge in e.
CARTESIAN COORDINATES (ANGSTROEM)
1 C 1.7316 -1.6394 0.0086  -0.510
2 O 2.6741 0.5255 1.2905  -0.900
3 S -0.7127 1.9199 -0.0555  0.384
4 S 2.1316 0.1308 0.0185  2.005
5 H -2.6460 0.5283 -0.3222  0.252
6 C -2.5023 1.5420 0.0351  -0.735
7 H -3.0196 2.2511 -0.6019  0.236
8 H -0.0639 -2.8022 -0.0980  0.215
9 N -0.4868 -0.7808 -0.0535  -0.533
10 O 2.8416 0.4924 -1.1787  -0.898
11 C -0.0484 0.3920 -0.0578  -0.025
12 H 2.5101 -2.3687 0.0025  0.257
13 C 0.4238 -1.8388 -0.0532  0.018
14 H -2.8330 1.6479 1.0657  0.233

Atoms 1-2, force components in eV/Å:
-0.30 1.21 -0.08
-0.27 0.01 -0.04

# 5
DFT (ωB97M-V/def2-TZVPD) results for an isolated molecule of C4H5NO3 at a distorted geometry.

LUMO: 0.455 eV
charge: 0
HOMO energy: -0.2712 Ha
orbital gap: 7.83 eV
SMILES string: Oc1cc(O)c(O)[nH]1
calculated total energy: -435.7107 a.u.
relative energy (zero: lowest compared OMol25 entry of this formula, charge and spin): 131.7 kcal/mol

Last column: natural (NBO) charge in e.
CARTESIAN COORDINATES (ANGSTROEM)
1 H -3.0359 -0.9704 0.8228  0.488
2 C -0.2497 -0.2434 -0.9873  0.352
3 O -2.1427 -1.2426 0.1694  -0.687
4 C 0.8641 0.8339 0.7676  0.357
5 N 0.8059 0.4446 -0.5480  -0.562
6 O 1.8157 1.7958 1.1910  -0.651
7 H -0.4765 -1.9934 -2.2901  0.510
8 C -0.1256 0.1974 1.2660  -0.379
9 C -1.1067 -0.4045 0.1513  0.169
10 H 1.8190 0.4954 -1.0554  0.425
11 O 0.1693 -1.1282 -2.0433  -0.722
12 H 1.4890 1.7681 2.1939  0.492
13 H -0.4674 -0.1120 2.4425  0.208

Atoms 1-2, force components in eV/Å:
4.24 -0.65 -2.82
-1.03 -3.38 1.41

# 6
DFT (ωB97M-V/def2-TZVPD) results for an isolated molecule of C4H5NO3 at a distorted geometry.

LUMO: 0.272 eV
charge: 0
HOMO energy: -0.3550 Ha
orbital gap: 9.93 eV
SMILES string: O=C1CCNOC1=O
calculated total energy: -435.8013 a.u.
relative energy (zero: lowest compared OMol25 entry of this formula, charge and spin): 74.8 kcal/mol

Last column: natural (NBO) charge in e.
CARTESIAN COORDINATES (ANGSTROEM)
1 C -0.7754 -0.3642 -0.9450  -0.246
2 O 0.4857 1.7059 1.6602  -0.487
3 C -1.1202 0.4741 0.2315  -0.516
4 O 1.7063 -0.9921 2.0417  -0.492
5 N 0.7902 -0.0214 -1.0797  -0.346
6 O 1.5384 -0.8662 -0.1979  -0.372
7 H 1.2342 -0.1714 -1.9875  0.383
8 H -1.4421 1.4657 -0.0724  0.235
9 H -0.8592 -1.4442 -0.7537  0.206
10 H -1.2441 -0.0612 -1.8878  0.220
11 C 1.1907 -0.5268 1.0795  0.677
12 H -1.8287 0.0559 0.9587  0.237
13 C 0.3241 0.7459 0.9525  0.501

Atoms 1-2, force components in eV/Å:
2.77 -0.48 -0.99
0.53 -0.35 -0.86

# 7
DFT (ωB97M-V/def2-TZVPD) results for an isolated molecule of C4H5NO3 at a distorted geometry.

LUMO: 0.398 eV
charge: 0
HOMO energy: -0.3773 Ha
orbital gap: 10.66 eV
SMILES string: O=CN1C[C@@H]1C(=O)O
calculated total energy: -435.7948 a.u.
relative energy (zero: lowest compared OMol25 entry of this formula, charge and spin): 78.9 kcal/mol

Last column: natural (NBO) charge in e.
CARTESIAN COORDINATES (ANGSTROEM)
1 C -1.4531 -0.3710 -0.0101  0.759
2 C 0.6563 1.2361 0.7282  -0.249
3 H 0.5083 0.9487 1.8074  0.235
4 H 0.9842 -1.2231 -1.7961  0.164
5 C -0.4351 0.8150 -0.3717  -0.169
6 C 1.0767 -0.9697 -0.7242  0.533
7 O -1.0412 -1.1542 0.8159  -0.620
8 H -0.8796 1.4359 -1.1230  0.220
9 H 1.0510 2.1826 0.4677  0.228
10 N 0.9208 0.4598 -0.4931  -0.462
11 O 1.3038 -1.8206 0.1573  -0.561
12 O -2.5234 -0.4705 -0.4371  -0.567
13 H -0.1685 -1.0690 0.9788  0.488

Atoms 1-2, force components in eV/Å:
1.45 5.93 -2.68
-2.20 -1.31 -1.45

# 8
DFT (ωB97M-V/def2-TZVPD) results for a structure of composition C4H5NO3 at a distorted geometry.

LUMO: -0.396 eV
charge: 0
HOMO energy: -0.2644 Ha
orbital gap: 6.80 eV
calculated total energy: -435.7000 a.u.
relative energy (zero: lowest compared OMol25 entry of this formula, charge and spin): 138.4 kcal/mol

Last column: natural (NBO) charge in e.
CARTESIAN COORDINATES (ANGSTROEM)
1 N 0.2711 0.2255 -1.2766  -0.481
2 H 0.3021 2.9272 -0.2076  0.481
3 H -0.5366 -1.1532 2.5747  0.482
4 O 0.1551 -2.1415 -1.2806  -0.677
5 C -0.1666 0.7037 0.8289  -0.432
6 O 0.5952 2.3222 -0.9592  -0.684
7 H 1.5472 0.3846 -1.9149  0.436
8 O -0.6958 -1.5351 1.7251  -0.680
9 C 0.2009 1.0783 -0.4508  0.422
10 C -0.0064 -0.9268 -0.5844  0.258
11 H -0.7580 1.4831 1.6289  0.219
12 C -0.2347 -0.6459 0.7402  0.168
13 H -0.6735 -2.7220 -0.8236  0.488

Atoms 1-2, force components in eV/Å:
5.40 -8.14 -8.78
0.89 -0.55 -1.71